# 1
Formula: C25H52Cl2F9MgN2NaO8PS
Source: the Open Molecules 2025 dataset
Level of theory: ωB97M-V/def2-TZVPD

Values from the calculation:
Orbital gap   0.083 hartree
Total charge   +1
HOMO energy   -0.397 hartree
Lowest unoccupied orbital energy   -8.55 eV

Element x y z (Å)
C 0.12218 -1.46573 0.49447
C -0.87294 -0.83883 -0.53240
C -1.74067 0.33266 0.04047
C -1.49705 1.66259 -0.66914
C -0.00003 2.04631 -0.44309
C 0.22448 3.56044 -0.46214
C 0.54658 4.18780 -1.85170
C 0.48065 3.24148 -3.05603
C 1.84194 2.56272 -3.34819
O 2.04570 2.28436 -4.74905
S 0.95819 1.17864 -5.25768
O 1.69182 0.06643 -5.80149
O 0.31534 1.94030 -6.55922
H -0.18939 -2.51359 0.71354
H 0.07542 -0.95140 1.45275
H 1.12717 -1.50648 0.07891
H -1.59731 -1.62483 -0.88387
H -0.34816 -0.47010 -1.41070
H -2.80341 0.07557 -0.10091
H -1.55559 0.43131 1.13212
H -2.08505 2.42174 -0.15220
H -1.67979 1.61199 -1.74052
H 0.22486 1.70902 0.59298
H 0.67319 1.47430 -1.08402
H -0.68670 4.03060 -0.08008
H 1.02665 3.84679 0.22117
H 1.51605 4.68056 -1.78387
H -0.20866 4.96279 -2.00855
H -0.34300 2.52691 -3.02457
H 0.29751 3.87323 -3.93159
H 2.60535 3.28952 -3.08535
H 1.92965 1.63878 -2.76389
H -0.63140 2.02126 -6.35802
C 2.68983 -4.91069 -0.97361
C 3.24478 -3.43763 -0.79598
O 2.79639 -2.99779 0.35634
H 1.59979 -4.93138 -0.98591
H 3.04388 -5.30894 -1.92595
H 3.04160 -5.56675 -0.18557
H 2.92724 -2.89923 -1.71249
H 4.33731 -3.52057 -0.92350
Na -1.39045 0.84397 2.95711
Mg -2.27498 -2.73779 0.19157
C -4.58898 -7.85264 0.31371
C -5.48972 -6.80412 0.94550
C -6.91941 -6.92851 0.44748
O -4.98789 -5.49028 0.64654
H -4.56181 -7.73387 -0.77338
H -3.56423 -7.74650 0.67428
H -4.93517 -8.86014 0.54312
H -5.46874 -6.90865 2.03036
H -6.96587 -6.78022 -0.63511
H -7.55205 -6.16589 0.90280
H -7.33369 -7.90916 0.68081
H -5.00502 -5.38787 -0.31204
C 3.52015 -8.87840 1.55937
C 4.13068 -8.71039 0.18101
O 4.35318 -7.32862 -0.11800
H 2.57320 -8.33963 1.62560
H 3.34151 -9.93057 1.78269
H 4.17974 -8.46695 2.32706
H 3.46270 -9.10289 -0.58396
H 5.08233 -9.24417 0.11371
H 4.95507 -6.98206 0.55043
F -2.79374 8.23875 -3.41437
P -1.89562 8.08717 -2.04157
F -0.86815 7.16649 -2.94096
F -1.03019 9.36523 -2.59884
F -3.37885 7.54988 -1.55892
F -1.99496 9.14846 -0.79311
F -1.29680 7.01674 -0.92171
C -5.00005 5.95567 -4.74410
C -3.72052 5.49587 -4.23160
N -2.70818 5.16882 -3.80526
H -5.02037 5.93030 -5.83300
H -5.81760 5.33390 -4.38060
H -5.19449 6.98087 -4.43064
C 3.05155 2.48170 7.46065
C 2.96807 1.53394 8.63862
O 1.78249 0.71264 8.56309
C 1.83919 -0.32673 7.74672
O 2.77169 -0.64727 7.06821
C 0.52132 -1.10999 7.81856
F -0.54988 -0.29594 7.74062
F 0.42623 -1.79199 8.96342
F 0.41475 -1.99514 6.81529
H 2.13527 3.08705 7.38483
H 3.90386 3.14880 7.56613
H 3.15922 1.93132 6.52354
H 2.88190 2.09922 9.56436
H 3.85623 0.90802 8.72144
C 1.00082 1.54750 -9.75111
C 0.86591 2.49056 -10.85215
N 0.75719 3.23332 -11.71945
H 2.02670 1.19446 -9.65373
H 0.71954 1.99931 -8.80168
H 0.36796 0.67295 -9.89926
C 3.27349 6.48526 7.74544
Cl 2.61979 7.93096 8.51349
Cl 2.00700 5.29019 7.40668
H 3.74270 6.76688 6.80966
H 4.00349 6.03633 8.41016

# 2
Formula: C25H52Cl2P2Si2Tc
Source: the Open Molecules 2025 dataset
Level of theory: ωB97M-V/def2-TZVPD

Values from the calculation:
Orbital gap (alpha / beta)   0.181 / 0.254 hartree
HOMO energy (alpha / beta)   -0.159 / -0.242 hartree
Lowest unoccupied orbital energy (alpha / beta)   0.58 / 0.34 eV
Spin multiplicity   4

Element x y z (Å)
Tc -0.18921 -0.08110 0.48106
C -1.33938 -0.00575 2.28670
C -1.72253 1.16546 1.56871
C -2.36153 0.71547 0.35224
Si -1.38408 2.88456 2.26695
C -2.31929 -0.71253 0.32414
C -1.73765 -1.16808 1.56818
Si -1.37860 -2.88548 2.20796
H -0.78205 -0.00371 3.22864
H -2.80109 1.33383 -0.42403
H -2.72545 -1.32703 -0.47024
Cl 1.91376 0.14343 -3.52622
C -1.05483 -2.90754 4.05316
C -2.79260 -4.03390 1.79260
C -1.00170 2.85965 4.11929
C -2.83966 4.02566 1.89942
H -3.70753 -3.67275 2.28954
H -2.54756 -5.03118 2.19144
H -2.98701 -4.10901 0.71374
H -0.24672 -2.23073 4.35442
H -0.77503 -3.94300 4.29470
H -1.95706 -2.64588 4.62414
H -3.75880 3.59477 2.33220
H -2.99839 4.15588 0.81706
H -2.68684 5.01972 2.35398
H -1.86914 2.50368 4.69740
H -0.78241 3.88902 4.44457
H -0.14054 2.22550 4.37809
C 0.21552 -3.37646 1.27389
C 0.17046 3.46549 1.30937
P 0.35228 -2.39087 -0.26136
H 0.21905 -4.46232 1.07307
H 1.10435 -3.15731 1.88753
P 0.34795 2.46400 -0.21887
H 1.04963 3.28947 1.94668
H 0.14530 4.54256 1.07688
C 1.97309 3.04011 -0.92464
C -0.91468 3.38283 -1.29369
C -0.92510 -3.29040 -1.32066
C 1.93457 -3.01297 -1.04001
C 3.03769 -1.95593 -0.98421
H 1.66793 -3.16873 -2.10195
C 2.45833 -4.32298 -0.45442
H 2.73844 -4.19815 0.59524
H 3.36191 -4.60518 -1.00357
H 1.75406 -5.15324 -0.53407
H 2.69053 -1.00273 -1.39554
H 3.87442 -2.29203 -1.61434
H 3.40973 -1.80344 0.03755
H -1.89602 -3.10456 -0.83496
C -0.71641 -4.80108 -1.41646
C -0.95420 -2.63835 -2.70879
H -0.74130 -5.30206 -0.44513
H 0.22217 -5.05075 -1.92027
H -1.53271 -5.23122 -2.00986
H -1.09945 -1.54812 -2.66283
H -1.78262 -3.06826 -3.29413
H -0.02473 -2.83067 -3.26212
H -1.88562 3.18445 -0.81229
C -0.93958 2.77326 -2.69718
C -0.68997 4.89585 -1.35512
H -0.74985 5.38383 -0.37778
H -1.46753 5.35713 -1.97838
H 0.27843 5.13196 -1.80974
H -1.10497 1.68851 -2.68073
H -0.00158 2.96836 -3.23225
H -1.75206 3.23027 -3.28167
C 3.05051 1.96847 -0.76530
C 2.48035 4.35278 -0.32262
H 1.77504 3.18315 -2.00207
H 2.72024 4.21881 0.73929
H 1.77340 5.18389 -0.41909
H 3.40535 4.64213 -0.83926
H 3.24156 1.73681 0.28906
H 3.98273 2.31922 -1.22857
H 2.76370 1.05054 -1.28005
C 0.98150 0.03271 -5.04925
H -0.11458 0.02308 -4.89968
H 1.27373 0.88886 -5.68078
H 1.29122 -0.87681 -5.58388
Cl 1.91178 1.01472 2.63858
C 1.28265 -0.49145 1.86695
H 2.16313 -0.86013 1.32773
H 1.16319 -1.17608 2.71588

# 3
Formula: C25H52ClIO10P2
Source: the Open Molecules 2025 dataset
Level of theory: ωB97M-V/def2-TZVPD

Values from the calculation:
Orbital gap   0.351 hartree
SMILES string   CCCCCC[C@@H]1[C@H](Cl)OC(=O)[C@H]1C[C@H](C)I.CCOP(=O)(OCC)OCC.CCOP(=O)(OCC)OCC
HOMO energy   -0.344 hartree
Lowest unoccupied orbital energy   0.18 eV

Element x y z (Å)
C -3.20076 -4.28801 -5.00233
C -2.76808 -4.66696 -3.57299
C -1.56231 -5.60308 -3.55419
C -1.06477 -5.84041 -2.13079
C 0.18511 -6.74522 -2.06758
C 1.14201 -6.38589 -0.91219
C 0.89979 -7.16105 0.37589
C -0.51173 -7.35273 0.93292
Cl -1.44886 -5.83793 1.20796
O -0.27193 -7.96173 2.19253
C 1.06457 -7.80430 2.54280
O 1.61035 -8.49177 3.34272
C 1.56093 -6.66542 1.66740
C 3.05772 -6.36581 1.64900
C 3.41622 -5.09693 2.41766
C 4.62534 -4.37306 1.83408
I 3.85534 -5.60984 4.47188
H -4.25450 -4.48960 -5.18409
H -2.60393 -4.81093 -5.74948
H -3.04857 -3.22087 -5.16790
H -2.50513 -3.78131 -2.99099
H -3.60827 -5.14705 -3.06830
H -0.76325 -5.24113 -4.20758
H -1.84926 -6.58603 -3.94501
H -1.87331 -6.34910 -1.60067
H -0.86052 -4.91081 -1.59712
H -0.13322 -7.78260 -1.94743
H 0.75178 -6.62648 -2.99163
H 2.14105 -6.68470 -1.24145
H 1.19721 -5.30838 -0.74195
H 1.20607 -8.19944 0.19517
H -1.18337 -7.97821 0.35593
H 1.01347 -5.81886 2.09286
H 3.62676 -7.23324 1.98071
H 3.32595 -6.17007 0.60564
H 2.58187 -4.40262 2.47575
H 5.01661 -3.65339 2.54949
H 5.40515 -5.09725 1.60092
H 4.34542 -3.81641 0.93702
C -0.59257 3.72822 -1.56720
C -2.00672 4.02184 -2.02789
O -2.62382 2.90953 -2.68628
P -2.89149 1.56445 -1.86313
O -3.72432 1.80886 -0.67914
O -3.78533 0.77958 -2.94249
C -5.16038 0.48745 -2.68488
C -6.06920 1.64044 -3.06016
O -1.57297 0.71917 -2.15716
C -0.76237 0.11634 -1.12953
C -1.55780 -0.55005 -0.02429
H -0.59849 3.03203 -0.72382
H -0.10084 4.64138 -1.22902
H -0.00263 3.28980 -2.37224
H -2.62670 4.33144 -1.18240
H -2.00450 4.83563 -2.75111
H -5.29297 0.19722 -1.64282
H -5.39814 -0.39010 -3.28766
H -5.67587 2.59294 -2.70658
H -7.06388 1.49618 -2.63664
H -6.16547 1.71478 -4.14442
H -0.08423 0.86518 -0.71293
H -0.13754 -0.61901 -1.63459
H -2.28120 0.13163 0.42513
H -0.88359 -0.88925 0.76270
H -2.10628 -1.41245 -0.40585
C 4.19057 9.39267 2.54375
C 2.75024 9.67661 2.16354
O 2.09007 8.54403 1.58773
P 1.86581 7.22948 2.47218
O 1.10501 7.51996 3.69321
O 0.90400 6.41820 1.47305
C -0.45539 6.14706 1.82127
C -1.37684 7.29466 1.46088
O 3.16022 6.36620 2.13148
C 4.02451 5.79331 3.13504
C 3.28639 5.16765 4.30201
H 4.24170 8.72968 3.41115
H 4.70265 10.31677 2.81246
H 4.72369 8.92218 1.71748
H 2.18603 10.02137 3.03355
H 2.70954 10.46156 1.41022
H -0.52746 5.88927 2.87747
H -0.73886 5.25373 1.26200
H -0.95695 8.25526 1.75726
H -2.34647 7.17305 1.94488
H -1.53542 7.33353 0.38155
H 4.72529 6.55325 3.48850
H 4.61814 5.03866 2.62180
H 2.59014 5.86891 4.76399
H 3.99949 4.85259 5.06396
H 2.71622 4.29578 3.97933

- Number 3 is which compound?
  C25H52ClIO10P2